Molecular formula: C12H31BNO2Rb3
Method: DFT, wB97M-V/def2-TZVPD

HOMO (spin up / spin down), eV: -5.56 / -10.37
Charge: +1
E_LUMO (spin up / spin down), eV: -2.83 / -2.76
Spin multiplicity: 2
M, g mol⁻¹: 488.60
Maximum force, eV/Å: 4.6
Orbital gap (spin up / spin down), eV: 2.723 / 7.606

Atoms and positions in Å:
Rb -4.359188 -3.748552 -3.225573
Rb -3.743334 -3.952645 1.533703
Rb 0.840374 -4.235279 -0.747288
O -3.608608 -0.880795 -3.849292
O 0.492830 1.153552 2.720870
N 1.624911 1.233632 1.823415
C -3.942411 0.277581 -3.171514
C 3.989065 1.210932 1.442681
C -0.022193 1.671272 0.055210
C 0.704309 -0.615187 0.490634
C 2.295821 1.084601 -0.427176
C 3.090978 -0.657109 2.854334
C -5.322803 0.191261 -2.672397
C 3.197342 1.822618 3.695572
C -2.875327 0.668099 -2.163478
C 3.645929 0.619420 0.015047
C 1.189242 0.840990 0.534865
C 2.873272 0.850332 2.472788
B -2.117854 -3.027811 -1.029407
H 3.462247 2.784098 3.255684
H -1.530444 -3.163576 -1.924261
H -0.323418 1.402522 -0.957281
H -1.873031 0.812885 -2.566633
H 4.086870 2.270251 1.205283
H -2.888655 -0.100278 -1.390485
H -2.834410 -0.774899 -4.406957
H 0.376559 2.685613 0.040817
H -0.326707 -0.569011 0.841322
H -0.911405 1.490884 0.659251
H -2.880769 -2.342702 -1.365318
H 4.041712 -0.669745 3.387289
H 3.099221 -1.386631 2.044502
H 2.516841 2.143199 -0.563575
H -5.381993 -0.539355 -1.865685
H 4.490757 0.765933 -0.657937
H -1.509605 -2.478901 -0.327291
H 4.066567 1.621617 4.321784
H 4.949859 0.851838 1.811495
H 1.325030 -1.292316 1.077413
H 2.354105 1.799152 4.385858
H 0.723294 -1.086423 -0.492056
H -3.272400 1.638018 -1.864020
H 2.082292 0.679351 -1.416255
H -6.050642 -0.011013 -3.458159
H 2.355457 -0.935896 3.608907
H -4.032202 1.129203 -3.845887
H 0.211530 2.054791 2.894732
H -5.487858 1.174309 -2.231395
H 3.678862 -0.459122 0.169214
H -2.470019 -4.000711 -0.723348

Atoms 1-6, force components in eV/Å:
0.192 0.237 0.130
-0.029 0.047 0.109
-0.311 0.155 0.048
-0.075 -2.077 -1.067
0.591 -0.889 0.021
-0.901 1.886 2.146

Mulliken atomic charge list, values in e, 5 entries:
1. Rb 0.697
2. Rb 0.479
3. Rb 0.739
4. O -0.493
5. O -0.542